Density functional theory data (the ωB97M-V functional and the def2-TZVPD basis) for the ion C3H8NOS with charge +1.

The charge is +1. The value obtained for the LUMO energy is -3.8 eV. As for the energy above the lowest of the compared OMol25 structures with the same formula, charge and spin: 0.0 kcal per mole. As for the largest force on an atom: 4.01 eV Å⁻¹. Its spin multiplicity is 1. Its frontier orbital gap is 10.84 eV.

Last column: natural (NBO) charge in e.
Cartesian coordinates (Å):
1 C 2.097 -1.179 -0.126  -0.64
2 C 1.182 -0.006 -0.019  -0.41
3 C -1.651 0.491 -0.231  0.49
4 N -1.608 1.292 0.781  -0.73
5 O -2.812 0.131 -0.600  -0.61
6 S -0.354 -0.059 -1.206  0.28
7 H 2.819 -1.064 0.720  0.26
8 H 1.474 -2.152 -0.071  0.24
9 H 1.630 1.018 -0.230  0.24
10 H 0.690 0.008 0.901  0.20
11 H 2.663 -1.076 -1.030  0.24
12 H -0.693 1.518 1.247  0.44
13 H -2.501 1.560 1.294  0.46
14 H -2.935 -0.483 -1.431  0.56

***

Density functional theory data (the ωB97M-V functional and the def2-TZVPD basis) for the ion C3H8NOS with charge +1.

The charge is +1. The value obtained for the LUMO energy is -4.0 eV. As for the energy above the lowest of the compared OMol25 structures with the same formula, charge and spin: 13.3 kcal per mole. As for the largest force on an atom: 2.44 eV Å⁻¹. The SMILES is [NH3+][C@H](C=O)CS. Its spin multiplicity is 1. Its frontier orbital gap is 9.58 eV.

Last column: natural (NBO) charge in e.
Cartesian coordinates (Å):
1 N 0.787 0.999 0.879  -0.67
2 C -0.275 0.203 0.154  -0.16
3 C -0.742 -0.842 1.155  0.41
4 O 0.055 -1.238 1.956  -0.48
5 C 0.295 -0.410 -1.148  -0.58
6 S -1.021 -1.139 -2.149  0.07
7 H 0.381 1.419 1.727  0.45
8 H 1.631 0.482 1.138  0.46
9 H 1.081 1.785 0.299  0.44
10 H -1.067 0.909 -0.110  0.24
11 H -1.784 -1.169 1.155  0.18
12 H 1.061 0.124 -1.706  0.25
13 H 0.961 -1.179 -0.702  0.24
14 H -1.362 0.057 -2.649  0.13

***

Density functional theory data (the ωB97M-V functional and the def2-TZVPD basis) for a cluster of 2 separate species, C3H8NS in total.

The charge is -1. The value obtained for the LUMO energy is 4.2 eV. As for the energy above the lowest of the compared OMol25 structures with the same formula, charge and spin: 57.6 kcal per mole. As for the largest force on an atom: 3.53 eV Å⁻¹. Its spin multiplicity is 1. Its frontier orbital gap is 6.44 eV.

Last column: natural (NBO) charge in e.
Cartesian coordinates (Å):
1 C 1.985 0.801 -0.054  -0.76
2 S 0.342 1.529 0.501  -0.73
3 H 1.981 0.272 -1.101  0.17
4 H 2.286 0.154 0.776  0.18
5 H 2.767 1.650 -0.118  0.18
6 C -0.062 -1.996 -0.005  -0.45
7 C -1.966 -0.522 -0.358  -0.03
8 N -1.155 -1.362 -0.802  -0.46
9 H -0.537 -1.954 1.047  0.17
10 H -0.003 -3.027 -0.395  0.18
11 H 0.996 -1.464 0.015  0.24
12 H -2.764 0.158 -0.819  0.17
13 H -1.846 -0.419 0.701  0.14

***

Density functional theory data (the ωB97M-V functional and the def2-TZVPD basis) for a cluster of 2 separate species, C3H8NS in total.

The value obtained for the LUMO energy (alpha / beta) is 0.8 / -2.0 eV. As for the energy above the lowest of the compared OMol25 structures with the same formula, charge and spin: 49.1 kcal per mole. As for the largest force on an atom: 4.41 eV Å⁻¹. The expectation value of S² is 0.753. Its spin multiplicity is 2. Its frontier orbital gap (alpha / beta) is 10.07 / 6.97 eV.

Last column: Löwdin spin population.
Cartesian coordinates (Å):
1 C -1.496 2.335 -0.001  0.10
2 S -1.602 0.525 -0.078  0.85
3 H -2.103 3.098 -0.662  0.01
4 H -1.944 2.321 0.974  0.04
5 H -0.434 2.780 -0.124  0.00
6 C 0.777 -1.887 0.626  0.00
7 C 2.233 -0.387 -0.544  0.00
8 N 2.143 -1.592 -0.044  0.00
9 H 0.275 -1.000 1.084  0.00
10 H 0.935 -2.790 1.335  0.00
11 H 0.050 -2.346 -0.091  0.00
12 H 3.035 -0.149 -1.178  0.00
13 H 1.734 0.473 -0.271  0.00

***

Density functional theory data (the ωB97M-V functional and the def2-TZVPD basis) for a cluster of 2 separate species, C3H8NS in total.

The charge is +1. The value obtained for the LUMO energy is -5.3 eV. As for the energy above the lowest of the compared OMol25 structures with the same formula, charge and spin: 33.7 kcal per mole. As for the largest force on an atom: 3.44 eV Å⁻¹. Its spin multiplicity is 1. Its frontier orbital gap is 6.40 eV.

Last column: natural (NBO) charge in e.
Cartesian coordinates (Å):
1 C -3.426 -2.669 -0.828  -0.39
2 C 2.030 1.100 0.119  0.33
3 C 1.052 0.296 0.818  -0.73
4 N 1.837 2.386 0.022  -0.60
5 S -2.263 -1.493 -0.838  -0.02
6 H -3.652 -3.172 0.115  0.20
7 H -3.930 -3.026 -1.775  0.22
8 H 2.817 0.465 -0.421  0.26
9 H 0.365 1.055 1.341  0.24
10 H 1.534 -0.455 1.413  0.29
11 H 0.275 -0.277 0.080  0.33
12 H 1.064 2.776 0.535  0.43
13 H 2.299 3.014 -0.580  0.44

***

Density functional theory data (the ωB97M-V functional and the def2-TZVPD basis) for a cluster of 2 separate species, C3H8NS2 in total.

The charge is +1. The value obtained for the LUMO energy is -5.0 eV. As for the energy above the lowest of the compared OMol25 structures with the same formula, charge and spin: 65.7 kcal per mole. As for the largest force on an atom: 6.97 eV Å⁻¹. Its spin multiplicity is 1. Its frontier orbital gap is 8.62 eV.

Last column: natural (NBO) charge in e.
Cartesian coordinates (Å):
1 C 0.762 -1.129 -0.354  -0.43
2 C -0.544 -0.449 -0.896  -0.42
3 C -0.275 -0.432 0.529  0.00
4 N 0.657 1.345 1.042  -0.85
5 S -0.455 1.007 -1.937  0.03
6 S -0.942 -1.074 1.900  0.28
7 H 0.934 -2.147 -0.293  0.26
8 H 1.629 -0.625 -0.563  0.24
9 H -1.180 -1.229 -1.301  0.29
10 H 0.824 1.419 0.036  0.42
11 H 1.278 0.997 1.662  0.41
12 H -0.019 2.119 1.278  0.43
13 H -0.586 0.418 -3.109  0.18
14 H -2.082 -0.219 2.008  0.17

***

Density functional theory data (the ωB97M-V functional and the def2-TZVPD basis) for an isolated molecule of C3H8O.

The value obtained for the LUMO energy is 1.2 eV. As for the energy above the lowest of the compared OMol25 structures with the same formula, charge and spin: 16.3 kcal per mole. As for the largest force on an atom: 0.35 eV Å⁻¹. The SMILES is CCOC. Its spin multiplicity is 1. Its frontier orbital gap is 10.90 eV.

Last column: natural (NBO) charge in e.
Cartesian coordinates (Å):
1 C 1.229 0.693 -1.063  -0.64
2 C -0.150 0.266 -0.560  -0.06
3 O -0.014 -0.873 0.269  -0.55
4 C -0.917 -0.887 1.341  -0.24
5 H 1.416 0.391 -2.096  0.21
6 H 1.359 1.777 -0.997  0.21
7 H 1.985 0.223 -0.428  0.23
8 H -0.827 0.031 -1.396  0.17
9 H -0.616 1.085 0.008  0.16
10 H -0.718 -0.060 2.043  0.16
11 H -1.965 -0.812 1.011  0.16
12 H -0.782 -1.835 1.869  0.19

***

Density functional theory data (the ωB97M-V functional and the def2-TZVPD basis) for a structure of composition C3H8O.

The value obtained for the LUMO energy is 1.0 eV. As for the energy above the lowest of the compared OMol25 structures with the same formula, charge and spin: 74.7 kcal per mole. As for the largest force on an atom: 0.39 eV Å⁻¹. Its spin multiplicity is 1. Its frontier orbital gap is 9.20 eV.

Last column: natural (NBO) charge in e.
Cartesian coordinates (Å):
1 C 0.423 0.186 1.450  -0.61
2 C 0.699 0.041 -0.034  -0.59
3 C -0.135 -0.785 -0.834  -0.07
4 O -1.014 0.619 -1.635  -0.88
5 H -0.655 0.127 1.659  0.20
6 H 0.766 1.158 1.825  0.21
7 H 0.917 -0.588 2.053  0.20
8 H -0.129 0.923 -0.841  0.45
9 H 1.742 0.108 -0.347  0.22
10 H -0.993 -1.304 -0.405  0.19
11 H 0.241 -1.222 -1.755  0.21
12 H -1.870 0.756 -1.195  0.47

***

Density functional theory data (the ωB97M-V functional and the def2-TZVPD basis) for a structure of composition C3H8O.

The value obtained for the LUMO energy is 1.2 eV. As for the energy above the lowest of the compared OMol25 structures with the same formula, charge and spin: 48.5 kcal per mole. As for the largest force on an atom: 1.36 eV Å⁻¹. Its spin multiplicity is 1. Its frontier orbital gap is 11.58 eV.

Last column: natural (NBO) charge in e.
Cartesian coordinates (Å):
1 C -1.009 -1.091 -0.252  -0.11
2 C 0.166 -0.218 -0.307  0.06
3 C 1.356 -0.447 0.589  -0.63
4 O -1.032 0.202 0.282  -0.49
5 H -1.146 2.629 -0.219  0.02
6 H -1.039 -1.897 0.473  0.18
7 H -1.613 -1.242 -1.140  0.18
8 H 0.390 0.267 -1.256  0.18
9 H -1.027 3.296 -0.597  -0.02
10 H 2.061 -1.116 0.100  0.22
11 H 1.854 0.499 0.796  0.22
12 H 1.039 -0.883 1.532  0.22

***

Density functional theory data (the ωB97M-V functional and the def2-TZVPD basis) for an isolated molecule of C3H8O.

The value obtained for the LUMO energy is 1.0 eV. As for the energy above the lowest of the compared OMol25 structures with the same formula, charge and spin: 4.6 kcal per mole. As for the largest force on an atom: 0.41 eV Å⁻¹. The SMILES is CCCO. Its spin multiplicity is 1. Its frontier orbital gap is 11.30 eV.

Last column: natural (NBO) charge in e.
Cartesian coordinates (Å):
1 C -1.547 0.158 -0.055  -0.61
2 C -0.193 -0.530 -0.220  -0.42
3 C 0.960 0.335 0.283  -0.06
4 O 2.171 -0.393 0.399  -0.72
5 H -1.696 0.480 0.983  0.20
6 H -2.370 -0.518 -0.310  0.21
7 H -1.635 1.045 -0.693  0.20
8 H -0.175 -1.467 0.348  0.21
9 H -0.026 -0.796 -1.272  0.19
10 H 0.719 0.707 1.286  0.17
11 H 1.087 1.217 -0.363  0.16
12 H 2.703 -0.237 -0.387  0.47

***

Density functional theory data (the ωB97M-V functional and the def2-TZVPD basis) for a cluster of 2 separate species, C3H8O in total.

The value obtained for the LUMO energy is 0.9 eV. As for the energy above the lowest of the compared OMol25 structures with the same formula, charge and spin: 18.4 kcal per mole. As for the largest force on an atom: 2.59 eV Å⁻¹. The SMILES is CC=O.C. Its spin multiplicity is 1. Its frontier orbital gap is 10.86 eV.

Last column: natural (NBO) charge in e.
Cartesian coordinates (Å):
1 C 2.274 -1.391 -0.774  -0.73
2 C 1.137 -0.437 -0.513  0.44
3 O 0.332 -0.514 0.377  -0.51
4 H 2.805 -1.171 -1.712  0.22
5 H 1.956 -2.430 -0.825  0.24
6 H 3.044 -1.279 -0.015  0.25
7 H 1.317 0.579 -0.914  0.10
8 C -2.611 1.325 0.887  -0.85
9 H -1.837 2.071 0.664  0.21
10 H -3.539 1.810 0.597  0.21
11 H -2.536 1.002 1.918  0.22
12 H -2.342 0.437 0.310  0.22

***

Density functional theory data (the ωB97M-V functional and the def2-TZVPD basis) for an isolated molecule of C3H8O2.

The value obtained for the LUMO energy is 0.8 eV. As for the energy above the lowest of the compared OMol25 structures with the same formula, charge and spin: 14.6 kcal per mole. As for the largest force on an atom: 0.36 eV Å⁻¹. The SMILES is C[C@@H](O)CO. Its spin multiplicity is 1. Its frontier orbital gap is 10.95 eV.

Last column: natural (NBO) charge in e.
Cartesian coordinates (Å):
1 C 1.427 0.038 -0.816  -0.62
2 C 0.110 0.500 -0.212  0.07
3 O -0.850 0.598 -1.244  -0.72
4 C -0.409 -0.465 0.844  -0.09
5 O -1.677 0.025 1.262  -0.74
6 H 1.392 -1.025 -1.080  0.21
7 H 2.256 0.195 -0.119  0.21
8 H 1.633 0.607 -1.727  0.23
9 H 0.244 1.487 0.266  0.16
10 H -1.686 0.753 -0.779  0.48
11 H -0.506 -1.462 0.389  0.17
12 H 0.291 -0.529 1.691  0.17
13 H -2.226 -0.722 1.526  0.48